[1]
Formula: C39H71Br2FMgN3NaO12RbS
Source: OMol25
Level of theory: ωB97M-V with the def2-TZVPD basis set

XYZ file:
```
132
Properties=species:S:1:pos:R:3:forces:R:3:lowdin_charge:R:1
C -7.8199 -4.0706 -2.4261 0.06 -0.16 0.12 -0.124
C -8.2544 -2.6166 -1.9513 0.13 -1.02 -0.92 -0.267
C -6.9937 -1.7049 -1.8556 0.02 -0.45 1.03 -0.211
C -7.1065 -0.4050 -0.9683 1.02 0.23 -0.53 -0.254
C -6.7009 0.9077 -1.7692 -1.35 0.12 0.92 -0.192
C -5.8904 1.9133 -0.8808 -0.45 0.52 0.29 -0.205
C -4.9426 2.8236 -1.7229 0.06 -0.43 -0.14 -0.182
C -3.7696 2.0105 -2.3876 -0.19 1.64 0.13 -0.348
C -2.4262 1.9602 -1.5536 0.17 0.10 -0.44 -0.149
N -2.4569 1.0073 -0.4216 -0.85 0.62 1.14 0.018
C -2.9160 -0.3130 -0.7639 1.86 -2.08 -1.31 -0.332
O -4.0230 -0.7478 -0.8786 -0.21 1.13 0.07 0.162
C -1.6577 -1.1617 -1.0165 2.04 0.60 0.90 -0.003
C -1.4609 -2.3805 -1.7562 0.87 0.41 0.86 -0.083
C -2.6802 -3.0127 -2.4962 0.62 0.46 0.08 -0.122
C -2.3556 -4.2903 -3.3457 -0.89 0.00 0.02 -0.269
C -2.1064 -3.9041 -4.8419 0.03 0.29 0.69 -0.494
Br -1.8424 -5.5808 -5.8798 -0.83 1.65 -0.61 0.584
C -0.1005 -2.9320 -1.7347 -0.48 2.23 1.28 0.068
C 0.9753 -2.2535 -0.9891 -1.13 0.66 -0.62 -0.056
C 2.3616 -2.9589 -1.0001 -1.02 -1.34 -0.25 -0.284
F 3.4418 -2.0786 -1.2111 -0.70 -0.41 0.47 -0.033
C 2.4881 -3.8440 0.2913 -0.43 0.29 0.44 -0.164
C 1.6545 -5.1972 0.2027 0.00 0.49 0.26 -0.073
C 0.7626 -0.9836 -0.2717 -1.14 -0.85 -0.55 -0.063
C 1.8422 -0.2023 0.5000 -0.21 0.08 -0.01 -0.156
C 2.0292 -0.5709 2.0082 0.60 1.10 0.76 -0.173
C 2.7159 0.7140 2.6441 -0.19 -0.45 -0.51 -0.214
C 3.4354 0.4885 4.0204 0.16 -0.07 -1.21 -0.184
C 5.0217 0.4760 3.8758 -0.88 0.19 1.04 -0.189
C 5.5836 1.3998 5.0211 0.73 -0.95 -0.68 -0.202
C 5.0626 1.0744 6.4534 0.06 0.14 0.23 -0.219
C 5.4825 -0.3551 6.9896 0.03 0.80 -0.28 -0.150
C -0.5804 -0.4577 -0.3033 -0.52 -1.69 -1.00 0.009
C -1.2219 0.8221 0.3201 1.13 -1.90 -1.17 -0.302
O -0.7895 1.4578 1.2508 -0.48 0.46 -1.01 0.103
H -7.8441 -4.8217 -1.5955 0.04 0.74 -0.44 0.072
H -8.4711 -4.4666 -3.2357 0.51 0.43 0.67 0.055
H -6.7738 -4.0780 -2.8328 -0.95 0.11 0.26 0.061
H -8.9561 -2.2316 -2.7368 0.49 -0.13 0.84 0.104
H -8.8113 -2.7604 -0.9903 0.53 0.52 -0.62 0.036
H -6.6408 -1.4649 -2.8882 -0.34 -0.20 0.71 0.112
H -6.1952 -2.3368 -1.3729 -0.59 0.58 -0.59 0.099
H -8.1306 -0.2804 -0.4828 1.83 0.00 -1.08 -0.180
H -6.3704 -0.4843 -0.1240 -0.84 -0.07 -0.60 0.090
H -7.6838 1.4081 -2.0112 1.04 -0.31 -0.15 0.115
H -6.2218 0.6764 -2.7529 -0.19 -0.03 0.83 0.093
H -6.6341 2.5901 -0.3725 0.71 -0.60 -0.43 0.122
H -5.3620 1.3914 -0.0357 -0.22 0.43 -1.03 0.108
H -5.5454 3.2785 -2.5614 0.48 -0.38 0.84 0.122
H -4.5107 3.6693 -1.1318 -0.37 -0.67 -0.37 0.120
H -4.1838 0.9951 -2.6972 0.73 1.01 0.62 0.073
H -3.5193 2.5706 -3.3818 -1.09 0.54 5.66 -0.105
H -2.1552 2.9849 -1.1759 -0.53 -0.93 -0.23 0.116
H -1.5449 1.6557 -2.2077 -0.82 0.21 0.27 0.111
H -3.0872 -2.2126 -3.1802 0.24 -0.76 0.62 0.126
H -3.4894 -3.1715 -1.7331 0.77 -0.09 -0.77 0.131
H -1.5222 -4.9017 -2.9181 -0.63 0.57 -0.47 0.066
H -3.2661 -4.9484 -3.2911 0.88 0.56 -0.25 0.129
H -1.2144 -3.2375 -4.9835 -0.68 -0.83 0.09 0.060
H -2.9944 -3.4038 -5.2960 0.55 -0.60 0.35 0.075
H 0.1104 -3.8776 -2.2766 -0.05 0.90 0.40 0.108
H 2.3526 -3.6688 -1.8736 0.19 0.72 0.65 0.142
H 3.5575 -4.0276 0.5661 -0.84 0.12 -0.45 0.120
H 2.0198 -3.2632 1.1297 0.65 -0.39 -0.67 0.090
H 0.8736 -5.1697 -0.5957 0.69 0.02 0.60 0.061
H 1.1011 -5.3029 1.1738 0.58 -0.19 -0.94 0.083
H 2.2962 -6.0914 0.0310 -0.46 0.73 0.13 0.080
H 1.5135 0.8754 0.4869 0.24 -1.02 -0.01 0.074
H 2.8482 -0.2144 0.0127 -0.94 -0.25 0.24 0.119
H 2.7258 -1.4304 2.1951 -0.73 0.58 -0.47 0.107
H 1.0772 -0.7421 2.5703 0.61 -0.07 -0.74 0.128
H 1.9247 1.5072 2.7384 0.67 -0.69 -0.02 0.096
H 3.4459 1.0541 1.8526 -0.49 -0.06 0.95 0.102
H 3.0869 1.3135 4.6942 0.49 -0.92 -0.43 0.110
H 3.1367 -0.5227 4.4033 -0.07 1.02 0.00 0.109
H 5.3853 -0.5824 3.9918 -0.19 0.90 -0.19 0.097
H 5.3535 0.8490 2.8719 -0.28 -0.30 0.94 0.109
H 6.6994 1.2237 5.0435 -0.88 0.57 0.01 0.114
H 5.3788 2.4492 4.6963 0.14 -0.69 0.77 0.122
H 5.4960 1.8551 7.1361 -0.47 -0.76 -0.50 0.113
H 3.9529 1.1317 6.5643 0.89 0.14 -0.23 0.113
H 5.1947 -0.3825 8.0739 0.42 -0.13 -0.76 0.098
H 4.9428 -1.1997 6.4547 0.51 0.96 0.29 0.082
H 6.6150 -0.4225 6.8510 -1.18 0.20 0.14 0.075
Rb -3.1498 1.7030 -4.8984 1.30 -2.50 -5.43 0.914
O -8.2958 -3.1397 -5.2042 0.16 0.25 -0.27 -0.289
S -7.3155 -3.9409 -5.9529 -0.34 0.44 -0.15 0.227
O -7.0592 -5.2033 -5.2404 0.36 -0.23 -0.29 -0.256
O -6.0487 -3.1866 -6.0755 0.41 0.02 0.39 -0.320
O -7.8396 -4.2249 -7.2965 -0.07 -0.27 0.17 -0.242
C 6.7011 6.3051 8.2829 0.16 -0.04 0.19 -0.062
C 6.5860 5.3168 7.1330 -0.33 0.68 -0.19 -0.496
C 6.4829 6.0210 5.7871 0.18 -0.06 0.05 -0.057
O 5.4302 4.5059 7.3264 0.03 -0.55 0.15 -0.072
H 5.8184 6.9490 8.3306 0.05 0.02 -0.15 0.087
H 6.7615 5.7777 9.2378 0.06 -0.01 -0.05 0.075
H 7.5865 6.9352 8.1752 -0.05 0.02 0.02 0.079
H 7.4570 4.6552 7.1309 -0.15 -0.18 0.08 0.130
H 5.5938 6.6526 5.7467 0.08 0.02 0.05 0.068
H 6.3911 5.2933 4.9779 0.02 0.03 0.04 0.076
H 7.3613 6.6437 5.6012 -0.02 -0.01 -0.01 0.083
H 4.6580 5.0887 7.3329 0.02 -0.04 -0.17 0.086
Mg -9.9249 -0.5376 0.3357 -1.11 -0.03 0.53 0.416
O -0.0704 -0.7355 -6.0940 -0.13 0.21 0.56 0.090
C 0.9496 -1.2959 -5.7893 -0.02 0.17 -0.48 -0.493
O 1.5539 -1.1489 -4.5869 -0.38 0.09 -0.17 0.018
C 2.8030 -1.8637 -4.5854 0.44 -0.24 0.16 -0.144
C 2.6633 -2.9079 -5.6740 0.15 -0.31 -0.14 -0.143
C 1.7591 -2.2099 -6.6761 0.10 -0.44 0.30 -0.065
H 3.6096 -1.1548 -4.7889 -0.07 0.02 0.01 0.133
H 2.9668 -2.3100 -3.6064 -0.12 0.26 0.02 0.099
H 3.6183 -3.2265 -6.0899 -0.02 0.05 0.07 0.125
H 2.1574 -3.7927 -5.2776 0.05 0.03 -0.02 0.123
H 2.3265 -1.6046 -7.3861 -0.14 0.01 -0.06 0.139
H 1.1173 -2.9151 -7.2011 -0.05 0.28 -0.18 0.133
C 3.2614 5.8424 4.6514 0.10 1.23 0.31 -1.007
O 3.0219 4.6519 4.3594 -0.35 -0.89 -0.59 -0.020
O 2.8047 6.4458 5.6663 -0.40 -0.62 0.66 0.072
O 3.9947 6.6224 3.9782 0.35 -0.23 -1.11 0.051
N 1.5132 3.7146 1.0405 0.03 -0.01 0.46 0.272
H 1.2112 4.6392 0.7078 0.06 -0.05 0.06 0.085
H 0.6922 3.1052 1.1506 -0.07 -0.09 0.02 0.083
H 2.1578 3.3004 0.3567 -0.07 0.06 0.04 0.083
H 1.9916 3.8149 1.9500 0.18 0.19 0.37 0.118
N 1.1963 4.8774 -2.7526 0.05 0.22 -0.47 0.170
H 0.3989 4.2985 -3.0631 0.03 -0.02 0.10 0.088
H 0.9367 5.8731 -2.7977 -0.01 0.04 0.05 0.113
H 1.4429 4.6271 -1.7727 -0.01 -0.05 0.10 0.050
H 2.0061 4.7045 -3.3654 0.04 -0.02 0.01 0.114
Br -0.5848 -7.3953 -4.5182 0.71 -0.80 0.81 -0.143
Na 6.5847 -2.3851 7.4796 0.16 -0.51 0.23 0.802
```
Forces are in eV/Å.

Properties
energy: -234764.8031 eV
gap between HOMO and LUMO: 0.06259 Ha
total charge: +1

***

[2]
Formula: C39H72F4O21
Source: OMol25
Level of theory: ωB97M-V with the def2-TZVPD basis set

XYZ file:
```
136
Properties=species:S:1:pos:R:3:forces:R:3:lowdin_charge:R:1
C 1.9518 35.6113 -18.6861 1.00 -0.54 -0.70 -0.055
C 2.4833 35.7929 -17.2340 -1.74 -1.04 -2.10 -0.306
O 1.6081 36.8021 -16.7563 0.35 -0.39 -1.13 0.124
C 1.0929 37.4435 -17.8963 -1.04 5.99 1.32 -0.513
O 0.6314 38.5955 -17.8955 0.94 -3.79 0.88 0.118
O 1.3076 36.8180 -19.0076 0.05 -0.85 -0.30 0.105
F 3.7797 36.1613 -17.2301 0.22 0.54 0.27 0.080
H 1.2266 34.8102 -18.8284 0.16 -0.21 0.42 0.140
H 2.7562 35.5062 -19.4141 0.13 -0.27 0.22 0.142
H 2.4016 34.7928 -16.8084 -0.12 0.53 1.14 0.163
C 0.1762 28.1878 -20.1476 1.02 -0.82 0.86 -0.056
C 0.5858 29.6202 -20.0106 -0.52 0.64 0.99 -0.336
O 0.1483 30.1958 -21.1787 0.82 1.42 -0.03 0.158
C -0.5833 29.3350 -21.8836 -1.34 1.89 -2.43 -0.590
O -1.1962 29.6883 -22.8545 0.50 -0.85 0.67 0.165
O -0.5490 28.1521 -21.3449 -0.62 -1.98 0.13 0.123
F 1.9259 29.8185 -19.8400 -0.22 -0.14 -0.10 0.070
H -0.4154 27.9000 -19.2785 -0.19 -0.28 -0.33 0.146
H 1.0674 27.5646 -20.2227 -0.10 -0.19 -0.03 0.148
H 0.0202 30.0831 -19.2019 0.60 0.34 0.34 0.169
C -0.3436 35.9770 -11.6288 0.72 0.90 1.00 -0.065
C -1.2416 36.2584 -10.4466 0.16 0.17 -0.65 -0.289
O -0.3608 36.7621 -9.3961 -1.78 -0.01 -0.11 0.142
C 0.9203 36.5037 -9.7101 2.24 0.46 -0.86 -0.508
O 1.9607 36.7174 -9.0987 -3.42 -0.66 -1.11 0.141
O 0.9011 36.0328 -10.9843 2.71 -0.42 -0.20 0.043
F -1.7821 35.0976 -10.0821 -0.56 -1.37 1.31 0.080
H -0.4119 36.7941 -12.3470 0.08 -0.23 -0.29 0.141
H -0.4224 34.9800 -12.0621 -0.52 0.25 -0.01 0.147
H -2.0936 36.8666 -10.7503 0.36 0.89 0.91 0.168
C 7.6441 25.7023 -12.9509 0.07 -0.52 -1.59 -0.075
C 8.0242 26.0354 -11.5794 0.43 -1.38 0.82 -0.311
O 7.5146 24.8966 -10.8184 0.56 1.74 -0.22 0.136
C 6.5030 24.3658 -11.5454 -1.90 -3.74 1.73 -0.533
O 5.7265 23.4944 -11.1229 2.36 3.09 -1.34 0.119
O 6.5718 24.7929 -12.7926 -0.82 -0.01 -0.92 0.098
F 7.3700 27.1506 -11.2630 -0.57 1.19 1.26 0.094
H 8.4706 25.2195 -13.4723 -0.15 -0.08 -0.23 0.147
H 7.2875 26.5788 -13.4920 0.15 -0.12 -0.03 0.151
H 9.0971 26.1683 -11.4403 -0.16 -0.16 0.51 0.173
C 1.2069 30.1876 -14.2419 0.40 0.83 1.48 -0.182
C 2.1648 29.0349 -13.9768 0.59 -0.25 -1.13 -0.168
C 1.5909 27.9489 -14.9010 -0.01 1.23 0.75 -0.203
O 0.1975 28.2354 -14.8490 -0.74 -1.29 -0.07 -0.166
C -0.1077 29.4669 -14.1606 -0.06 -0.80 -1.75 -0.189
H 1.3781 30.7102 -15.1829 -0.10 -0.43 -0.26 0.115
H 1.3297 30.9569 -13.4795 -0.15 0.06 0.16 0.110
H 2.0985 28.6946 -12.9434 0.08 0.14 0.05 0.116
H 3.1957 29.2643 -14.2464 0.08 0.04 0.26 0.109
H 1.8675 26.9537 -14.5529 -0.46 -0.16 -0.03 0.114
H 1.9137 28.0767 -15.9343 0.24 -0.05 -0.09 0.110
H -0.5060 29.2389 -13.1719 0.25 0.24 0.21 0.119
H -0.8901 29.8755 -14.8001 -0.13 0.44 0.41 0.117
C 1.1796 20.6461 -14.0714 0.19 -0.75 0.89 -0.184
C 0.0008 20.0480 -14.7685 -1.85 1.62 -0.79 -0.209
C 0.5209 19.2884 -15.9786 1.40 -0.08 1.71 -0.162
O 1.9656 19.2992 -15.7390 0.32 -0.80 -0.07 -0.164
C 2.2796 19.6113 -14.3595 -0.60 1.65 -1.07 -0.177
H 0.9419 20.8065 -13.0197 0.28 0.08 0.07 0.111
H 1.4301 21.6007 -14.5342 0.31 -0.09 0.11 0.115
H -0.5620 20.8807 -15.1904 -0.51 0.08 0.24 0.103
H -0.6823 19.5635 -14.0709 0.20 -0.59 -0.28 0.111
H 0.3618 19.8042 -16.9256 -0.08 -0.23 0.07 0.117
H 0.0966 18.2847 -15.9528 0.30 -0.22 -0.50 0.110
H 3.1945 20.2013 -14.3063 0.46 -0.62 -0.41 0.113
H 2.3740 18.7348 -13.7185 -0.43 -0.06 0.02 0.116
C 4.7574 31.8682 -7.6339 -1.16 -1.35 -0.31 -0.165
C 5.0157 30.3197 -7.8111 0.88 0.58 -0.28 -0.121
C 6.4400 30.1703 -7.1453 -0.71 1.08 -0.28 -0.170
O 6.7320 31.4592 -6.6057 0.45 0.18 1.04 -0.152
C 6.1036 32.4290 -7.3871 -0.02 1.29 0.77 -0.268
H 4.2020 32.0376 -6.7114 -0.19 -0.16 -0.04 0.110
H 4.2105 32.3808 -8.4252 0.01 -0.33 -0.21 0.111
H 5.0207 30.0392 -8.8644 0.19 0.09 -0.07 0.092
H 4.3042 29.6398 -7.3426 -0.12 0.39 0.21 0.095
H 7.3010 30.0615 -7.8048 -0.40 -1.19 -0.46 0.114
H 6.3850 29.4597 -6.3207 0.45 -0.03 -0.16 0.114
H 6.6843 32.8065 -8.2288 0.16 -0.64 -0.55 0.120
H 5.9330 33.3239 -6.7887 0.46 0.09 0.33 0.121
C -4.2813 23.3475 -10.6118 -0.12 0.08 0.34 -0.172
C -2.8827 23.8704 -10.5472 1.61 -0.42 1.53 -0.219
C -2.6979 24.6123 -11.8183 -0.59 0.50 -0.19 -0.200
O -4.0329 24.9284 -12.2230 -1.06 0.85 -0.95 -0.147
C -4.9889 24.5574 -11.2376 0.79 -1.62 0.70 -0.200
H -4.6057 23.0584 -9.6122 -0.37 -0.17 -0.22 0.116
H -4.2835 22.5187 -11.3198 -0.40 -0.20 0.15 0.119
H -2.1098 23.1183 -10.3888 -0.10 -0.33 -0.24 0.116
H -2.7246 24.5181 -9.6849 -0.37 0.30 0.07 0.115
H -2.2310 23.9853 -12.5778 0.03 0.25 -0.22 0.121
H -2.1743 25.5564 -11.6677 0.34 -0.11 -0.25 0.119
H -5.9544 24.2370 -11.6289 0.15 0.42 -0.62 0.117
H -5.1575 25.2978 -10.4557 0.09 0.48 -0.14 0.115
C -8.0514 31.6016 -12.0704 -0.39 0.70 -1.00 -0.177
C -7.1333 30.6946 -11.2891 -1.09 -0.57 0.26 -0.176
C -5.7705 31.4026 -11.3281 -1.43 -1.19 0.58 -0.202
O -5.9988 32.5440 -12.1120 1.54 1.06 -0.10 -0.129
C -7.0801 32.3276 -12.9802 -0.24 -0.04 -0.29 -0.223
H -8.4734 32.3546 -11.4048 -0.23 -0.03 -0.06 0.115
H -8.8466 31.1184 -12.6381 -0.05 -0.16 0.24 0.113
H -7.1453 29.7049 -11.7457 0.28 -0.08 0.15 0.105
H -7.5685 30.6332 -10.2916 0.41 -0.39 0.15 0.107
H -5.0617 30.6697 -11.7136 0.52 0.47 -0.35 0.114
H -5.5368 31.6261 -10.2872 0.54 0.63 -0.29 0.119
H -6.7793 31.7832 -13.8753 0.17 -0.78 0.03 0.113
H -7.4327 33.2572 -13.4268 -0.01 0.38 0.66 0.121
C 9.4154 30.2931 -18.8395 1.02 -0.05 -0.26 -0.200
C 8.2642 30.8504 -18.0913 -1.30 0.32 0.88 -0.185
C 7.3358 29.6368 -17.8346 0.31 1.71 -1.31 -0.242
O 8.0934 28.5122 -18.0847 2.46 -1.51 0.34 -0.147
C 9.5187 28.8793 -18.3124 -1.70 0.06 -0.33 -0.145
H 10.3215 30.8456 -18.5905 0.12 0.05 -0.38 0.115
H 9.2505 30.2884 -19.9169 0.05 0.06 0.00 0.119
H 7.7151 31.6307 -18.6184 0.18 0.14 0.09 0.112
H 8.5706 31.2209 -17.1132 0.17 0.29 -0.08 0.109
H 6.6119 29.6362 -18.6496 -0.89 0.12 0.60 0.117
H 6.9479 29.7465 -16.8219 -0.41 -0.58 -0.05 0.113
H 9.9106 28.2121 -19.0801 0.03 -0.26 0.43 0.118
H 10.0913 28.8660 -17.3850 -0.05 -0.36 0.09 0.115
C -4.8001 31.0634 -19.7638 -0.58 0.65 1.39 -0.149
O -3.9338 30.5638 -18.7364 0.56 0.04 -0.64 -0.138
H -5.3795 30.3107 -20.2984 0.52 -0.17 -0.27 0.078
H -5.5329 31.6988 -19.2664 -0.39 0.11 -0.02 0.066
H -4.2535 31.7707 -20.3875 0.27 -0.64 -0.23 0.081
H -4.3715 29.9370 -18.1559 -0.32 -0.03 -0.14 0.062
C -3.3085 34.8671 -16.0714 -0.67 1.29 1.26 -0.200
O -2.3069 34.0449 -16.5422 0.57 -0.88 -0.69 -0.106
H -2.9062 35.8751 -15.9703 -0.06 0.13 -0.42 0.079
H -4.2252 34.8804 -16.6611 0.10 0.05 -0.32 0.081
H -3.5978 34.6244 -15.0490 -0.16 -0.37 0.23 0.070
H -2.7374 33.2388 -16.8366 0.25 -0.26 -0.10 0.073
C -6.7553 27.6720 -15.8855 0.10 1.00 0.65 -0.165
O -5.3535 27.8043 -15.8913 0.80 -0.29 -0.30 -0.128
H -7.1405 28.4346 -15.2087 -0.45 0.20 0.00 0.063
H -7.0562 27.9393 -16.8984 -0.39 -0.52 0.12 0.081
H -7.1266 26.7282 -15.4860 0.08 -0.30 -0.59 0.080
H -4.9582 27.4257 -15.1026 -0.11 -0.06 0.09 0.074
```
Forces are in eV/Å.

Properties
energy: -95470.3782 eV
gap between HOMO and LUMO: 0.34455 Ha